Record 1
The following is a DFT calculation (ωB97M-V/def2-TZVPD) of a structure of composition C22H46AlClNO12S2 at a distorted geometry.

For the lowest unoccupied orbital energy, the calculation gives 1.76 eV. As for the charge: -1. Its HOMO-LUMO gap is 5.76 eV. Its HOMO energy is -4.00 eV.

Each line ends with the Löwdin charge.
Element x y z (Å)
C1 4.535 -2.209 -0.298  -0.07
C2 4.848 -0.812 0.261  -0.29
O1 3.932 0.092 -0.303  -0.16
C3 4.459 1.376 -0.598  -0.17
C4 3.451 2.479 -0.217  -0.19
O2 2.748 2.996 -1.324  -0.14
C5 1.975 2.001 -1.972  -0.17
C6 0.883 1.395 -1.069  -0.23
O3 -0.225 1.108 -1.873  -0.23
C7 -1.451 1.003 -1.092  -0.21
Al1 -1.615 -0.708 0.004  0.27
C8 -1.346 -2.259 -1.258  -0.23
C9 -2.647 -2.394 -2.122  -0.28
C10 -2.352 -2.870 -3.555  -0.11
C11 -1.901 -1.719 -4.451  -0.49
O4 -1.845 -1.837 -5.642  0.10
O5 -1.642 -0.508 -3.857  0.06
C12 -0.392 -0.654 1.662  -0.17
C13 0.866 -1.475 1.661  -0.85
O6 1.931 -1.039 1.976  -0.01
Cl1 0.834 -3.213 1.197  0.61
N1 -3.411 -0.852 0.681  0.08
C14 -3.808 0.132 1.355  -0.52
C15 -3.650 0.177 2.890  -0.08
C16 -4.535 1.336 0.727  -0.06
H1 5.150 -2.969 0.186  0.07
H2 3.484 -2.428 -0.122  0.05
H3 4.732 -2.193 -1.372  0.07
H4 4.745 -0.873 1.351  0.11
H5 5.886 -0.556 0.022  0.11
H6 5.389 1.556 -0.056  0.12
H7 4.601 1.430 -1.683  0.13
H8 4.047 3.302 0.187  0.11
H9 2.797 2.151 0.598  0.13
H10 2.593 1.217 -2.422  0.12
H11 1.469 2.498 -2.802  0.13
H12 0.651 2.060 -0.230  0.12
H13 1.288 0.460 -0.647  0.12
H14 -1.535 1.900 -0.448  0.06
H15 -2.262 1.082 -1.821  0.06
H16 -1.213 -3.226 -0.774  0.02
H17 -0.509 -2.019 -1.928  0.05
H18 -3.233 -1.473 -2.106  0.08
H19 -3.250 -3.166 -1.639  0.08
H20 -1.598 -3.654 -3.527  0.12
H21 -3.275 -3.240 -4.006  0.11
H22 -0.702 -0.462 -3.651  0.10
H23 -0.035 0.375 1.770  0.06
H24 -0.940 -0.876 2.581  0.06
H25 -3.457 -0.837 3.234  0.06
H26 -4.591 0.499 3.355  0.06
H27 -2.834 0.837 3.190  0.07
H28 -4.590 2.153 1.456  0.06
H29 -5.549 1.018 0.481  0.07
H30 -4.006 1.706 -0.147  0.05
O7 -4.234 -5.087 0.085  -0.26
S1 -4.550 -6.285 0.793  0.57
O8 -4.209 -7.571 0.260  -0.28
O9 -6.113 -6.271 1.150  -0.27
C17 -7.032 -6.033 0.072  -0.26
C18 -7.251 -7.269 -0.781  -0.08
C19 -3.945 -6.165 2.443  -0.12
H31 -6.690 -5.189 -0.530  0.12
H32 -7.967 -5.737 0.545  0.12
H33 -6.350 -7.530 -1.335  0.07
H34 -8.054 -7.093 -1.498  0.08
H35 -7.512 -8.124 -0.157  0.08
H36 -4.253 -5.209 2.858  0.08
H37 -2.860 -6.223 2.391  0.08
H38 -4.341 -6.994 3.024  0.07
O10 6.182 5.405 0.656  -0.28
S2 6.343 6.523 1.535  0.57
O11 5.932 6.450 2.904  -0.27
O12 5.677 7.805 0.856  -0.27
C20 4.310 7.683 0.408  -0.25
C21 3.319 7.789 1.551  -0.07
C22 8.015 7.080 1.470  -0.12
H39 4.181 6.751 -0.145  0.12
H40 4.160 8.502 -0.293  0.12
H41 3.391 6.930 2.217  0.07
H42 2.302 7.833 1.161  0.08
H43 3.512 8.683 2.145  0.08
H44 8.308 7.185 0.430  0.07
H45 8.624 6.326 1.963  0.08
H46 8.088 8.028 1.996  0.07



Record 2
The following is a DFT calculation (ωB97M-V/def2-TZVPD) of a cluster of 2 separate species, C5H14NS in total at a distorted geometry.

For the lowest unoccupied orbital energy (spin up / spin down), the calculation gives -4.74 / -5.41 eV. As for the charge: +1. Its HOMO-LUMO gap (spin up / spin down) is 8.00 / 6.95 eV. Its HOMO energy (spin up / spin down) is -12.74 / -12.37 eV. For the energy relative to the best compared isomer or geometry (same formula, charge and spin), the calculation gives 122.3 kcal per mole.

Each line ends with the Löwdin charge.
Element x y z (Å)
C1 -0.458 -1.043 0.403  -0.13
C2 -2.159 0.396 1.302  0.03
C3 -1.863 0.100 -1.153  0.00
C4 4.064 -0.348 -0.483  -0.48
C5 -0.237 1.269 0.099  0.08
N1 -1.205 0.199 0.159  -0.46
S1 2.326 -0.559 -0.120  0.76
H1 0.173 -1.172 -0.486  0.00
H2 0.210 -0.831 1.117  0.00
H3 -1.059 -2.008 0.456  0.16
H4 -2.581 1.433 1.123  0.14
H5 -3.058 -0.200 1.149  0.11
H6 -1.682 0.221 2.239  0.11
H7 -1.103 -0.035 -1.999  0.15
H8 -2.466 -0.851 -1.034  0.13
H9 -2.459 1.024 -1.275  0.12
H10 4.183 0.499 -1.061  0.00
H11 4.302 -1.228 -0.966  -0.01
H12 4.669 -0.062 0.519  0.10
H13 0.484 1.430 0.879  0.08
H14 -0.080 1.766 -0.868  0.11



| no. | M (g/mol) | E (eV) |
| --- | --- | --- |
| 1 | 643.174 | -90409.79686 |
| 2 | 120.241 | -17725.97757 |